(1)
# C45H51BN9NaO2S2

A molecular structure, C45H51BN9NaO2S2 (the ωB97M-V functional and the def2-TZVPD basis, the Open Molecules 2025 dataset).

Geometry as XYZ:
```
111
Properties=species:S:1:pos:R:3:forces:R:3
Na 0.98592 0.83525 -0.64437 0.009 -0.201 0.470
C 0.15020 6.79376 -0.40115 0.020 0.007 0.013
C -0.63966 5.57744 -0.75548 -0.036 0.067 -0.024
C -1.92218 5.49964 -1.25299 0.069 -0.003 0.033
C -2.15980 4.11537 -1.39536 0.064 -0.028 0.016
N -1.09791 3.42371 -1.01847 -0.088 -0.078 -0.051
N -0.17301 4.31108 -0.62522 -0.105 0.069 -0.006
B 1.21405 3.87038 -0.12526 0.023 0.019 0.008
N 2.00124 3.24640 -1.33040 0.073 0.086 -0.134
N 1.35140 2.56771 -2.30331 -0.074 -0.006 -0.042
C 2.22244 2.36277 -3.28082 -0.073 -0.027 0.030
C 3.46950 2.91354 -2.94811 0.015 0.015 0.053
C 3.28818 3.45757 -1.69428 0.102 0.076 0.001
C 4.32180 4.08843 -0.82859 -0.008 -0.005 -0.017
C 1.81642 1.64981 -4.50067 0.015 -0.021 0.005
C 2.68804 1.52627 -5.58113 -0.006 -0.012 0.056
C 2.31159 0.83850 -6.72559 0.041 0.000 -0.021
C 1.05190 0.26600 -6.81010 -0.034 -0.036 -0.037
C 0.17346 0.38998 -5.73993 -0.035 0.015 0.008
C 0.54867 1.07402 -4.59684 0.027 0.007 -0.019
N 1.06374 2.96560 1.13625 -0.114 0.044 0.058
N -0.03689 2.18840 1.33253 0.095 0.002 -0.057
C 0.00424 1.78574 2.59483 0.015 -0.075 -0.068
C 1.14871 2.28654 3.23721 0.030 0.060 -0.033
C 1.79370 3.03064 2.27735 0.096 -0.038 0.010
C 3.11034 3.71463 2.39224 0.022 0.025 0.024
C -1.06561 0.95170 3.16564 -0.011 0.012 -0.023
C -2.27956 0.80021 2.49714 0.025 0.021 0.033
C -3.27387 -0.00382 3.02786 -0.039 -0.021 0.025
C -3.07858 -0.66784 4.23236 -0.076 0.063 0.044
C -1.87886 -0.51481 4.91089 -0.018 0.055 0.100
C -0.88061 0.29023 4.38052 0.013 0.018 0.006
C -3.36245 3.41244 -1.86189 -0.018 0.011 -0.011
C -3.45468 2.02428 -1.73959 0.010 0.009 0.012
C -4.58640 1.35375 -2.16857 -0.026 -0.037 -0.011
C -5.65101 2.05165 -2.72771 -0.022 -0.027 0.001
C -5.56973 3.43039 -2.85122 -0.018 0.013 -0.013
C -4.43520 4.10358 -2.42245 0.034 0.004 0.011
H -0.44982 7.68258 -0.59902 -0.001 -0.002 0.000
H 1.06968 6.86052 -0.98504 0.003 -0.002 -0.002
H 0.43324 6.79502 0.65251 0.004 0.002 0.005
H -2.58054 6.32628 -1.46116 -0.018 0.026 0.000
H 1.81969 4.84857 0.21141 0.054 0.038 0.015
H 4.39174 2.88852 -3.50382 0.020 0.018 -0.012
H 5.15799 4.42077 -1.44521 0.003 -0.007 0.001
H 4.68735 3.34270 -0.11940 0.000 -0.003 0.009
H 3.92911 4.94123 -0.27784 0.001 0.013 0.016
H 3.67333 1.97149 -5.52095 0.018 0.003 0.000
H 3.00670 0.75028 -7.55283 -0.004 0.000 -0.001
H 0.75451 -0.27268 -7.70202 0.001 -0.004 -0.002
H -0.81390 -0.05267 -5.79285 0.000 -0.011 -0.007
H -0.12669 1.16354 -3.75798 -0.012 0.003 0.021
H 1.47898 2.12141 4.24835 -0.001 0.014 0.032
H 3.38965 3.78459 3.44409 0.002 -0.009 -0.007
H 3.09134 4.71789 1.96719 0.008 0.010 -0.003
H 3.86916 3.12771 1.87137 0.014 0.003 -0.001
H -2.41565 1.30026 1.54797 0.004 0.008 -0.022
H -4.19960 -0.13658 2.48084 0.000 -0.009 -0.003
H -3.84186 -1.32861 4.62339 0.000 -0.012 -0.005
H -1.69593 -1.06161 5.82744 -0.004 -0.011 -0.014
H 0.06907 0.36763 4.89553 0.005 0.003 -0.017
H -2.62766 1.48678 -1.29453 0.011 -0.009 0.013
H -4.63866 0.27766 -2.05722 0.000 -0.006 0.001
H -6.53686 1.52365 -3.05954 -0.002 -0.001 -0.001
H -6.39271 3.98705 -3.28478 -0.003 -0.002 -0.001
H -4.37759 5.18024 -2.52668 0.005 0.010 -0.003
S 3.77442 0.40262 0.24695 -0.072 0.078 0.069
C 2.00595 -6.01520 2.86749 -0.007 -0.013 0.015
C 1.29553 -4.86196 2.17380 0.027 0.032 -0.025
C -0.15506 -5.21720 1.86115 0.023 -0.155 0.111
N -0.86763 -4.17919 1.13028 -0.012 0.076 -0.014
C -0.92309 -2.87492 1.51183 -0.166 -0.132 0.003
S -1.14092 -1.67477 0.33348 0.011 -0.011 -0.158
N -0.83864 -2.58377 2.80702 -0.057 0.219 0.065
C -0.95061 -3.42487 3.98692 -0.103 -0.024 -0.033
O 0.01054 -3.39343 4.78719 0.069 -0.080 0.132
C -2.15480 -4.16259 4.16233 -0.001 0.155 0.080
C -3.32261 -4.01940 3.35688 0.082 -0.027 -0.006
C -4.45217 -4.76215 3.60976 -0.054 -0.003 -0.060
C -4.50363 -5.68934 4.65863 -0.032 -0.024 0.055
C -3.37145 -5.82942 5.46956 -0.042 -0.079 0.034
C -2.23235 -5.09378 5.24267 0.087 0.045 -0.032
H 3.03841 -5.75797 3.10784 0.003 0.011 -0.005
H 2.01974 -6.91223 2.24087 0.001 -0.018 -0.013
H 1.50093 -6.26731 3.80203 -0.012 0.023 0.017
H 1.81235 -4.58866 1.24866 0.007 -0.041 -0.042
H 1.31461 -3.98143 2.81845 0.019 -0.071 -0.009
H -0.69009 -5.44733 2.78724 0.103 -0.052 -0.145
H -0.20142 -6.11438 1.23674 0.039 0.004 -0.019
H -0.86724 -4.25685 0.12818 -0.045 -0.012 -0.050
H -0.70082 -1.60008 3.00667 -0.009 -0.019 -0.050
H -3.34023 -3.29126 2.55828 0.073 0.045 -0.103
H -5.32488 -4.61470 2.98111 0.000 -0.003 0.001
H -5.39895 -6.26980 4.84464 0.001 -0.002 0.002
H -3.38836 -6.53277 6.29729 -0.007 0.002 -0.003
H -1.36100 -5.20212 5.87536 0.001 0.008 0.018
C 3.98207 -0.92099 -2.80267 0.024 0.003 -0.027
N 3.04016 -2.02593 -2.77643 -0.091 0.073 0.013
C 3.54627 -3.34114 -3.09498 0.017 -0.072 -0.006
C 1.74244 -1.81634 -2.44486 0.058 0.080 0.156
C 0.85020 -3.03280 -2.41428 -0.038 -0.017 -0.033
O 1.30535 -0.70306 -2.17865 0.002 -0.249 -0.339
H 4.85386 -1.16763 -2.19538 -0.007 0.025 -0.011
H 3.51490 -0.04616 -2.36345 -0.017 0.069 -0.021
H 4.28563 -0.70077 -3.83135 0.013 0.010 -0.019
H 4.62821 -3.27535 -3.18999 -0.002 0.001 0.002
H 3.14729 -3.72383 -4.04026 0.003 -0.003 0.007
H 3.32574 -4.06374 -2.30691 0.007 -0.003 -0.019
H 0.83998 -3.53298 -3.38537 -0.015 -0.006 -0.005
H -0.14672 -2.71023 -2.13018 0.003 0.004 -0.008
H 1.20448 -3.74791 -1.66910 0.012 0.004 0.015
```
Forces are in eV/Å.

calculated total energy: -91767.982 eV
net charge: -2
lowest unoccupied orbital energy (alpha / beta): 3.501 / 3.504 eV
HOMO level (alpha / beta): -2.29 / -0.13 eV
orbital gap (alpha / beta): 5.791 / 3.635 eV
strongest force on any atom: 0.51 eV/A
ΔE to the lowest compared entry with this formula, charge and spin: 1.3 kcal/mol

Here are the Löwdin charges for atoms 1 to 99, given in e: 0.128 -0.043 -0.282 0.008 -0.255 0.136 0.021 -0.492 0.031 0.109 -0.264 0.010 -0.300 -0.040 -0.156 -0.048 -0.112 -0.120 -0.086 -0.026 0.024 0.120 -0.248 0.019 -0.291 -0.034 -0.176 -0.065 -0.091 -0.104 -0.105 -0.049 -0.156 -0.023 -0.087 -0.120 -0.114 -0.049 0.069 0.076 0.076 0.089 0.102 0.099 0.074 0.036 0.059 0.100 0.089 0.087 0.098 0.111 0.100 0.075 0.060 0.045 0.100 0.100 0.098 0.106 0.109 0.106 0.100 0.087 0.089 0.097 -0.200 -0.114 -0.239 -0.199 0.006 -0.844 0.630 0.108 -0.493 -0.036 -0.202 -0.067 -0.137 -0.157 -0.145 -0.061 0.066 0.062 0.072 0.107 0.096 0.104 0.118 0.089 0.096 0.095 0.085 0.067 0.081 0.094 -0.088 -0.131 -0.065

***

(2)
# H22O11

11 unconnected molecules or ions with the total composition H22O11 in a non-equilibrium geometry (the ωB97M-V functional and the def2-TZVPD basis, the Open Molecules 2025 dataset).

Geometry as XYZ:
```
33
Properties=species:S:1:pos:R:3:forces:R:3
O -0.12625 -0.17388 0.55224 5.270 0.980 2.450
H -0.45916 0.38570 -0.15841 0.859 -0.400 0.794
H 0.46089 0.40515 1.05121 0.206 -0.034 -0.037
O 0.56208 -0.37093 -1.50037 0.903 -1.675 -2.516
H 1.27346 0.23133 -1.74576 0.144 0.060 -0.002
H 0.93609 -0.89610 -0.78392 -0.432 0.240 0.128
O -0.79636 0.54265 -3.47165 -0.582 0.568 -0.293
H -1.32790 0.23051 -2.73068 0.253 -0.426 0.017
H -1.39053 1.12588 -3.95723 -0.023 -0.067 -0.168
O -4.04475 -1.44853 -1.45738 -0.102 0.182 -0.244
H -4.70151 -1.64310 -2.13545 0.068 -0.069 0.008
H -4.31114 -0.58874 -1.11273 0.015 -0.160 0.184
O -2.01961 -0.49152 0.64266 -6.587 -1.050 -0.138
H -1.75407 -1.25897 0.12352 -0.125 0.035 0.205
H -2.28232 0.15910 -0.01815 -0.351 -0.226 0.162
O 0.50115 1.51509 4.40530 0.059 -0.158 0.189
H 0.68037 0.58354 4.23477 -0.046 0.158 -0.125
H 0.83381 1.65822 5.29852 -0.035 0.055 -0.072
O -0.44709 2.34516 0.92178 -0.320 0.780 -0.222
H -0.38914 2.52481 -0.02340 0.212 0.232 0.091
H -1.35826 2.56459 1.14675 0.086 -0.028 0.199
O 3.38674 -0.81057 -2.16733 0.090 0.045 -0.270
H 3.81924 -0.32911 -2.88157 0.080 -0.050 0.130
H 2.62390 -1.22129 -2.58966 -0.107 -0.057 0.080
O 2.83777 -1.11614 2.02090 -0.104 -0.071 0.261
H 2.87008 -1.23264 2.97713 0.155 0.022 -0.106
H 2.45877 -1.94096 1.69684 -0.062 0.062 -0.101
O -0.29221 -2.23061 2.78384 0.104 -0.137 0.393
H -1.13951 -1.94345 3.14245 -0.018 0.052 -0.218
H 0.35949 -1.77411 3.32779 -0.087 -0.037 -0.192
O 1.32209 1.85593 -2.24459 0.611 1.145 -0.117
H 0.36598 1.74209 -2.20115 0.064 -0.129 -0.462
H 1.54789 1.60091 -3.14624 -0.197 0.156 -0.007
```
Forces are in eV/Å.

calculated total energy: -22875.619 eV
lowest unoccupied orbital energy: -0.029 eV
HOMO level: -7.55 eV
orbital gap: 7.517 eV
strongest force on any atom: 6.67 eV/A
structure (SMILES): O.O.O.O.O.O.O.O.O.O.O
ΔE to the lowest compared entry with this formula, charge and spin: 135.9 kcal/mol

Charges per atom according to natural (NBO) partitioning, unit e: -0.953 0.461 0.476 -1.025 0.492 0.500 -0.942 0.486 0.464 -0.936 0.468 0.467 -0.896 0.481 0.426 -0.925 0.460 0.465 -0.924 0.458 0.471 -0.940 0.465 0.476 -0.930 0.456 0.476 -0.928 0.476 0.452 -0.938 0.483 0.478

***

Q: Among the records above, which one has the highest calculated total energy?
A: H22O11